--- a ---
The following is a DFT calculation (ωB97M-V with the def2-TZVPD basis set) of the molecule C4H5NS2.

Structure (XYZ):
```
12
Properties=species:S:1:pos:R:3:mulliken_charge:R:1
S -0.07503 -0.76226 -2.89805 -0.208
C -0.27825 -1.49481 -1.47664 -0.396
C -0.01786 -0.91007 -0.13804 0.438
S -0.28387 -1.86311 1.18098 -0.230
C 0.44429 0.49008 -0.03934 -0.102
C -0.32956 1.42272 0.81938 -0.410
N 1.00037 1.00795 1.19131 -0.591
H -0.66341 -2.51019 -1.43669 0.332
H 0.88369 0.87473 -0.97140 0.375
H -1.17847 0.98750 1.35805 0.244
H -0.43714 2.45132 0.50593 0.255
H 0.93523 0.30613 1.90450 0.293
```

Its HOMO-LUMO gap is 7.2 eV. The multiplicity is 1. Its SMILES is S=CC(=S)[C@H]1CN1.

***

--- b ---
The following is a DFT calculation (ωB97M-V with the def2-TZVPD basis set) of a structure of composition C4H5NS2.

Structure (XYZ):
```
12
Properties=species:S:1:pos:R:3:mulliken_charge:R:1
C 1.24439 -0.87248 0.27656 -0.356
C 0.77811 0.40145 -0.37579 0.365
C -0.75908 0.50201 -0.41900 -0.167
C -1.54459 -0.42919 0.47510 -0.626
H 0.47526 -1.39243 1.26730 0.161
H 1.30000 0.64875 -1.32673 0.414
H 0.25583 2.29603 -0.10157 0.293
H -1.04893 0.74972 -1.37105 0.559
H -1.10385 -0.11193 1.53795 0.406
N 0.18325 1.32953 0.33037 -0.599
S 2.67672 -1.50196 -0.10314 -0.226
S -2.45713 -1.61948 -0.19001 -0.225
```

Its HOMO-LUMO gap is 8.0 eV. The multiplicity is 1.

***

Most stable to least stable: a, b

***

--- a ---
The following is a DFT calculation (ωB97M-V with the def2-TZVPD basis set) of a cluster of 2 separate species, C7H13NO2 in total.

Structure (XYZ):
```
23
Properties=species:S:1:pos:R:3:mulliken_charge:R:1
C -1.09202 1.94451 1.30559 -1.084
C -1.61020 0.71493 1.21661 0.597
N -2.93444 0.40784 1.49064 -0.532
C -0.87318 -0.43973 0.58464 0.810
C -0.93371 -0.23664 -1.07525 -1.302
O -0.98357 -1.57183 1.01002 -0.634
H -0.11592 2.17201 0.92605 0.223
H -1.61020 2.71793 1.84974 0.263
H -3.08643 -0.55821 1.75075 0.251
H -3.38651 1.04375 2.13556 0.246
H -0.62812 0.76611 -1.35807 0.343
H -0.49617 -1.04717 -1.65276 0.314
H -2.00845 -0.28909 -1.22230 0.436
C 2.19864 0.58836 -1.25356 -1.406
C 1.61374 -0.34979 -0.23678 1.053
C 1.86083 -1.81586 -0.44426 -1.141
O 1.19328 0.06794 0.86581 -0.596
H 1.85486 0.33491 -2.25708 0.373
H 1.94848 1.61933 -1.02282 0.330
H 3.28702 0.47027 -1.24048 0.402
H 1.00665 -2.38393 -0.07795 0.349
H 2.08711 -2.05831 -1.47883 0.318
H 2.70832 -2.09734 0.18472 0.385
```

Its HOMO-LUMO gap is 8.7 eV. The multiplicity is 1. Its SMILES is C=C(N)C(C)=O.CC(C)=O.

***

--- b ---
The following is a DFT calculation (ωB97M-V with the def2-TZVPD basis set) of a cluster of 2 separate species, C7H13NO2 in total.

Structure (XYZ):
```
23
Properties=species:S:1:pos:R:3:mulliken_charge:R:1
C -0.64099 0.16169 0.90921 -1.204
C 0.00240 -0.81884 -0.01876 1.422
C 0.50020 0.67163 0.20595 1.678
C 0.82134 -1.97371 0.75603 -1.620
C -0.43013 -1.18652 -1.39967 -1.859
C 0.53049 1.52054 -1.05938 -2.149
C 1.71267 1.17226 1.14846 -1.510
N -3.24679 0.63988 -0.00906 0.743
O -3.36920 1.36885 -0.96106 -0.409
O -3.92993 -0.02142 0.67465 -0.425
H -0.80146 0.01201 1.93301 0.293
H 0.16311 -2.87866 0.99611 0.397
H 0.92507 -1.48974 1.67962 0.423
H 1.73833 -2.27162 0.32817 0.332
H -1.43791 -0.92058 -1.60257 0.350
H -0.42939 -2.27706 -1.38370 0.479
H 0.12541 -0.95480 -2.24316 0.449
H -0.14699 1.25113 -1.84395 0.427
H 1.51634 1.57089 -1.45508 0.462
H 0.38966 2.44391 -0.75322 0.628
H 2.00404 0.44996 1.81122 0.441
H 1.40863 2.00209 1.80625 0.333
H 2.59509 1.52809 0.48091 0.320
```

Its HOMO-LUMO gap (alpha / beta) is 9.6 / 7.0 eV. The multiplicity is 1.

***

--- c ---
The following is a DFT calculation (ωB97M-V with the def2-TZVPD basis set) of the molecule C7H13NO2.

Structure (XYZ):
```
23
Properties=species:S:1:pos:R:3:mulliken_charge:R:1
C -0.38127 1.92707 -0.87224 -1.161
C 0.07449 0.69398 -0.16315 1.135
N -0.32127 0.91787 1.21227 -0.644
C 1.55044 0.19262 -0.41399 -1.910
C 1.69544 -1.22366 0.06005 -0.370
C 0.23472 -1.92142 0.03631 -0.542
C -0.66785 -0.65840 -0.46233 -0.356
C -2.28324 -0.47265 -0.18460 0.272
O -3.16634 -0.90226 -0.88893 -0.547
O -2.47553 -0.05421 1.13494 -0.556
H -1.67389 1.80516 -0.87133 0.246
H -0.03888 2.89447 -0.15868 0.289
H 0.01405 2.20157 -1.94464 0.331
H 0.12554 1.77124 1.80802 0.281
H 0.02844 0.05207 1.68537 0.374
H 2.23945 0.69401 0.07809 0.738
H 1.69925 0.40976 -1.37849 0.527
H 2.38140 -2.16385 -0.17363 0.310
H 2.43903 -0.69454 1.00906 0.111
H 0.17132 -2.25693 1.12236 0.243
H 0.48353 -2.84412 -0.56532 0.483
H -0.58890 -0.47665 -1.60664 0.250
H -1.53995 0.10888 1.53750 0.496
```

Its HOMO-LUMO gap is 10.3 eV. The multiplicity is 1. Its SMILES is C[C@]1(N)CCC[C@H]1C(=O)O.

***

--- d ---
The following is a DFT calculation (ωB97M-V with the def2-TZVPD basis set) of the molecule C7H13NO2.

Structure (XYZ):
```
23
Properties=species:S:1:pos:R:3:mulliken_charge:R:1
C 0.43609 -1.24699 -0.89845 -1.782
C 0.52173 -0.40062 0.37343 1.760
C 1.92698 0.20472 0.47560 -1.975
C 0.26922 -1.26728 1.60785 -1.762
C -0.52074 0.75244 0.35167 -0.054
C -1.95986 0.32807 0.00127 -0.696
O -2.13785 0.66107 -1.36752 -0.346
C -1.15232 1.49810 -1.76555 0.449
O -1.07865 1.98690 -2.85872 -0.607
N -0.29985 1.69794 -0.71634 -0.198
H 0.56662 -0.63310 -1.78652 0.388
H -0.51969 -1.75769 -0.97725 0.354
H 1.22047 -2.00060 -0.88942 0.483
H 2.66053 -0.58858 0.59862 0.466
H 2.18634 0.75534 -0.42558 0.449
H 2.00138 0.87432 1.32970 0.390
H -0.72345 -1.70811 1.58852 0.367
H 0.36179 -0.67552 2.51547 0.424
H 0.99827 -2.07269 1.64758 0.433
H -0.48877 1.26781 1.31942 0.590
H -2.69021 0.89113 0.59775 0.291
H -2.14907 -0.73847 0.12555 0.335
H 0.57100 2.17179 -0.84705 0.238
```

Its HOMO-LUMO gap is 10.5 eV. The multiplicity is 1. Its SMILES is CC(C)(C)[C@@H]1COC(=O)N1.

***

Most stable to least stable: d, a, c, b

***

--- a ---
The following is a DFT calculation (ωB97M-V with the def2-TZVPD basis set) of a cluster of 2 separate species, C4H9NO2 in total.

Structure (XYZ):
```
16
Properties=species:S:1:pos:R:3:mulliken_charge:R:1
C -0.45581 1.18799 -0.95602 0.293
C 0.24575 -0.07979 -0.30235 -0.056
C -0.34607 -1.53072 -0.32098 -0.536
O 0.39967 -2.43443 -1.06905 -0.946
N 0.37360 2.15714 -1.52971 -1.008
C -0.24720 0.99532 0.71000 -0.488
O -0.63875 0.49517 2.18554 -0.749
H 1.44766 -2.32206 1.51493 0.076
H -1.51974 1.33861 -1.13920 0.318
H 1.47283 -1.69892 1.79705 -0.084
H 1.33320 -0.07081 -0.40902 0.299
H -0.28163 -1.92301 0.71398 0.121
H -1.43048 -1.36607 -0.74009 0.133
H 0.62360 2.17416 -2.51287 0.085
H -1.25208 1.11792 1.18678 0.179
H 0.27546 1.95949 0.87101 0.364
```

Its HOMO-LUMO gap is 5.8 eV. The multiplicity is 1. As for the net charge: -2.

***

--- b ---
The following is a DFT calculation (ωB97M-V with the def2-TZVPD basis set) of a structure of composition C4H9NO2.

Structure (XYZ):
```
16
Properties=species:S:1:pos:R:3:mulliken_charge:R:1
C 0.68494 0.39651 -1.50498 -0.517
O 1.60753 1.21088 -1.02210 -0.861
C -0.33298 -0.33920 -0.47524 0.406
C -0.35538 0.50766 0.88007 -0.468
C 0.63354 -0.07192 1.91972 -0.425
O 0.44925 0.40114 3.18747 -0.949
N -1.33464 -1.15553 -1.36605 -0.777
H 0.03187 0.89124 -2.28293 0.096
H 1.11760 -0.52140 -1.98881 0.216
H -1.61505 -0.40725 -0.57523 0.037
H -0.08718 1.51898 0.58046 0.204
H -1.34239 0.38274 1.34167 0.420
H 1.67692 0.07662 1.58551 0.169
H 0.44359 -1.18326 1.89253 0.138
H 0.25171 -1.19220 -0.16240 0.007
H -1.82933 -0.51501 -2.00969 0.304
```

Its HOMO-LUMO gap is 6.3 eV. The multiplicity is 1. As for the net charge: -2.

***

Most stable to least stable: b, a

***

--- a ---
The following is a DFT calculation (ωB97M-V with the def2-TZVPD basis set) of a cluster of 2 separate species, C3H12N2 in total.

Structure (XYZ):
```
17
Properties=species:S:1:pos:R:3:mulliken_charge:R:1
C -2.15138 -0.41890 -0.52472 -0.825
N -0.91223 0.27124 -0.90233 -0.369
C -1.16127 1.25245 -2.04095 -0.813
H -3.11179 0.31760 -0.48464 0.238
H -2.37088 -1.21178 -1.14503 0.362
H -1.96670 -0.76227 0.48732 0.278
H -0.31974 -0.51780 -1.37569 0.249
H -1.96928 1.91469 -1.92046 0.326
H -1.38391 0.67385 -2.93126 0.310
H -0.17471 2.04141 -2.10160 0.219
C 2.61979 -0.19846 2.10169 -0.669
N 1.55012 -0.90629 1.43518 -0.508
H 2.57495 0.93726 1.55279 0.153
H 3.53006 -0.71429 2.06769 0.353
H 2.24075 0.09282 3.10638 0.206
H 0.78258 -0.46100 0.87797 0.279
H 1.86063 -1.67574 0.92049 0.211
```

Its HOMO-LUMO gap is 9.3 eV. The multiplicity is 1. Its SMILES is CNC.CN.

***

--- b ---
The following is a DFT calculation (ωB97M-V with the def2-TZVPD basis set) of a cluster of 2 separate species, C3H12N2 in total.

Structure (XYZ):
```
17
Properties=species:S:1:pos:R:3:mulliken_charge:R:1
C 3.17063 -1.12136 0.27509 -0.975
C 4.25104 -0.07350 -0.09447 -0.339
N 5.57683 -0.48819 0.40840 -0.614
H 3.74867 -1.99043 0.04633 0.283
H 2.28597 -1.08159 -0.35477 0.306
H 2.96557 -1.27356 1.32678 0.296
H 3.96144 0.93902 0.23214 0.262
H 4.39856 0.08437 -1.16364 0.305
H 5.51979 -0.81426 1.36750 0.241
H 5.82151 -1.22838 -0.23981 0.234
C -6.35993 1.47069 -0.30072 -0.560
N -5.52071 0.30141 -0.03492 -0.486
H -6.95131 1.26673 -1.20594 0.255
H -7.02255 1.60624 0.54611 0.200
H -5.79587 2.39441 -0.44966 0.217
H -5.42513 -0.37423 -0.77345 0.198
H -4.62451 0.38264 0.41503 0.177
```

Its HOMO-LUMO gap is 10.0 eV. The multiplicity is 1. Its SMILES is CCN.CN.

***

--- c ---
The following is a DFT calculation (ωB97M-V with the def2-TZVPD basis set) of a cluster of 2 separate species, C3H12N2 in total.

Structure (XYZ):
```
17
Properties=species:S:1:pos:R:3:mulliken_charge:R:1
C -1.84676 -0.02148 -1.81905 -0.863
N -0.89358 0.68401 -0.98118 -0.197
C 0.51886 0.66766 -1.35190 -0.967
H -1.77827 -1.11175 -1.87863 0.265
H -1.84219 0.22144 -2.89630 0.297
H -2.86980 0.25706 -1.42515 0.274
H -1.24108 1.55842 -0.63441 0.201
H 0.82243 1.34953 -2.16490 0.356
H 1.19422 0.98019 -0.57156 0.288
H 0.84064 -0.27687 -1.74930 0.341
C 0.67808 -0.21911 2.10070 -0.512
N 1.34041 -1.52671 2.23599 -0.603
H -0.09016 -0.00652 2.84418 0.326
H 1.39246 0.61713 2.06328 0.244
H -0.00573 -0.18387 1.22903 0.091
H 2.23460 -1.40346 1.77435 0.228
H 1.54586 -1.58565 3.22484 0.232
```

Its HOMO-LUMO gap is 9.5 eV. The multiplicity is 1. Its SMILES is CNC.CN.

***

Most stable to least stable: b, c, a

***

--- a ---
The following is a DFT calculation (ωB97M-V with the def2-TZVPD basis set) of a cluster of 2 separate species, C3H12N2 in total.

Structure (XYZ):
```
17
Properties=species:S:1:pos:R:3:mulliken_charge:R:1
C 0.75532 -1.72270 -0.51081 -0.766
N -0.53785 -1.69650 0.15207 -0.355
C -1.59246 -0.92547 -0.52322 -0.727
H 1.38931 -0.82626 -0.39836 0.206
H 0.68213 -1.76103 -1.60176 0.294
H 1.32441 -2.56854 -0.12501 0.309
H -0.38894 -1.32112 1.07986 0.228
H -1.57017 -1.26215 -1.56176 0.294
H -2.51462 -1.17973 0.00444 0.298
H -1.51550 0.15821 -0.52442 0.227
C 0.62253 2.10876 -0.23501 -0.517
N 0.62886 2.00272 1.23453 -0.539
H -0.12822 2.84709 -0.52622 0.272
H 1.55447 2.45128 -0.68055 0.294
H 0.33647 1.15979 -0.68069 0.025
H 0.07672 1.19610 1.45530 0.225
H 1.52476 1.89854 1.66085 0.234
```

Its HOMO-LUMO gap is 9.9 eV. The multiplicity is 1. Its SMILES is CNC.CN.

***

--- b ---
The following is a DFT calculation (ωB97M-V with the def2-TZVPD basis set) of a cluster of 2 separate species, C3H12N2 in total.

Structure (XYZ):
```
17
Properties=species:S:1:pos:R:3:mulliken_charge:R:1
C -3.07420 -0.10525 -0.32458 -0.951
C -2.56660 -0.83338 0.92979 -0.201
N -1.60914 -0.03009 1.74928 -0.638
H -4.12306 0.17759 -0.22699 0.246
H -2.47919 0.77968 -0.51587 0.324
H -2.99404 -0.72513 -1.20309 0.280
H -3.40946 -1.06179 1.57656 0.225
H -2.07725 -1.75938 0.62736 0.225
H -1.53338 0.87481 1.30221 0.230
H -0.70160 -0.47728 1.66730 0.258
C 3.53613 0.51573 -1.37114 -0.628
N 3.25827 0.18601 0.03839 -0.502
H 3.91972 1.53078 -1.49865 0.227
H 2.59621 0.46451 -1.93296 0.209
H 4.19388 -0.22400 -1.81995 0.281
H 3.05006 1.02699 0.55064 0.207
H 4.01364 -0.33978 0.45170 0.209
```

Its HOMO-LUMO gap is 10.2 eV. The multiplicity is 1. Its SMILES is CCN.CN.

***

Most stable to least stable: b, a